Below is a cluster of 12 separate species, C24H75N15O15 in total at a distorted geometry, with properties calculated with wB97M-V/def2-TZVPD.

Output
- frontier orbital gap (eV) = 9.578
- SMILES = COC[C@H](C)N.COC[C@H](C)N.COC[C@H](C)N.NC(N)=O.NC(N)=O.NC(N)=O.NC(N)=O.NC(N)=O.NC(N)=O.OCCO.OCCO.OCCO
- highest occupied orbital energy (eV) = -9.33
- E (eV) = -79171.5768

```
129
Properties=species:S:1:pos:R:3:forces:R:3:lowdin_charge:R:1
C 23.5109 -0.0992 18.0317 0.196 0.425 -0.432 -0.099
O 23.0225 1.1835 18.4252 0.862 -0.404 0.436 -0.198
C 21.7943 1.1206 19.0985 -0.818 -1.560 -1.617 -0.255
C 21.2592 2.4797 19.3819 -1.415 0.063 0.250 -0.452
C 19.7619 2.3767 19.8141 0.101 0.761 0.926 -0.070
N 21.2798 3.2936 18.1757 0.788 -1.073 -0.295 0.042
H 22.8966 -0.5475 17.2277 -0.043 0.202 0.347 0.086
H 23.5678 -0.8204 18.8684 0.028 0.401 -0.199 0.089
H 24.5069 0.0930 17.5987 -0.338 -0.260 0.358 0.091
H 21.1062 0.6526 18.3489 -0.119 0.114 0.522 0.125
H 21.8083 0.4325 19.9652 0.214 0.482 0.005 0.133
H 21.8662 2.9436 20.1535 0.019 0.050 0.551 0.132
H 19.5116 3.3084 20.3779 -0.024 -0.323 -0.773 0.078
H 19.5590 1.6327 20.6098 0.279 -0.143 -0.701 0.071
H 19.0728 2.2705 18.9383 0.671 -0.014 0.757 0.074
H 22.2620 3.4048 17.9082 -0.642 0.490 -0.075 0.082
H 20.7955 4.1453 18.3692 0.168 0.741 -0.140 0.060
C 18.6011 -0.3487 10.1081 0.199 0.638 -0.951 -0.100
O 19.2569 0.7425 10.7184 0.282 0.397 0.134 -0.174
C 18.7484 1.0639 11.9929 1.302 -1.440 0.505 -0.223
C 19.7718 1.7051 12.9138 0.476 0.338 1.499 -0.354
C 21.0224 0.8453 13.3515 -2.580 0.828 -0.263 -0.025
N 18.9750 1.9746 14.1716 0.279 -0.461 -0.863 0.037
H 19.0479 -0.4464 9.0945 -0.339 -0.012 0.657 0.100
H 17.5335 -0.1099 9.9879 0.074 -0.370 0.046 0.083
H 18.7650 -1.2809 10.6494 -0.151 -0.082 0.173 0.081
H 17.9168 1.7429 11.9848 -0.822 0.281 -0.475 0.113
H 18.4755 0.1208 12.4955 -0.370 0.208 -0.035 0.113
H 20.1525 2.6414 12.4869 -0.178 -0.035 -0.098 0.136
H 20.5927 -0.0910 13.7092 0.410 -0.062 0.463 0.076
H 21.5934 1.4141 14.0944 -0.046 -0.428 -0.147 0.078
H 21.5649 0.6403 12.4692 1.002 -0.203 -0.820 0.055
H 19.5576 2.4332 14.8481 0.206 0.158 0.398 0.083
H 18.1782 2.5849 14.0280 0.005 0.296 -0.105 0.060
C 14.8720 -3.2749 18.0521 0.885 -0.664 -1.302 -0.104
O 14.2579 -4.4005 18.6441 0.317 0.460 -0.132 -0.172
C 14.2258 -4.3548 20.0492 -0.658 2.118 0.326 -0.239
C 13.4388 -5.4805 20.5786 -0.865 -1.870 -0.740 -0.467
C 13.5004 -5.6419 22.0802 0.344 -0.203 -0.125 -0.066
N 13.9415 -6.7115 19.8976 0.100 0.432 1.453 0.054
H 14.8601 -3.4590 16.9650 -0.023 -0.015 0.428 0.068
H 15.9410 -3.1581 18.3213 -0.352 -0.146 0.188 0.093
H 14.3851 -2.3093 18.1405 -0.590 0.011 0.676 0.057
H 15.1860 -4.4550 20.5456 0.794 0.361 -0.366 0.130
H 13.7453 -3.3578 20.3192 0.600 -1.006 0.168 0.152
H 12.3796 -5.3726 20.3320 -0.152 0.394 -0.161 0.136
H 12.7324 -6.3763 22.3449 0.002 0.351 0.325 0.078
H 13.3152 -4.6557 22.5274 -0.014 -0.465 0.295 0.085
H 14.4628 -6.0760 22.4070 -0.258 0.471 -0.147 0.088
H 13.7509 -6.6353 18.9293 -0.045 0.221 -1.137 0.045
H 13.3730 -7.4764 20.2146 -0.107 -0.488 0.237 0.064
N 20.3766 -3.2485 18.3210 -1.181 0.202 -1.076 0.119
C 19.5871 -3.0590 17.1367 0.179 -0.716 0.744 -0.622
N 18.6517 -2.0365 17.2575 1.494 0.759 0.925 0.157
O 19.6884 -3.7912 16.1728 0.025 0.166 0.276 0.033
H 20.6606 -4.2217 18.3637 0.144 0.264 0.099 0.089
H 19.8498 -2.9562 19.1409 0.336 -0.175 -0.093 0.082
H 18.2846 -1.7224 16.3853 -0.374 0.039 -1.105 0.049
H 19.1312 -1.2138 17.6541 -0.609 -0.440 0.180 0.102
N 16.6918 -3.4669 12.2128 -2.253 0.632 0.972 0.154
C 15.2521 -3.2383 12.2082 0.374 0.529 0.767 -0.487
N 14.5284 -4.3142 12.7145 1.617 1.537 -1.305 0.197
O 14.7701 -2.1113 11.8903 1.191 -3.340 0.701 -0.061
H 17.1573 -2.5654 12.3363 -0.224 -0.156 -0.349 0.080
H 16.8504 -3.9869 13.0805 0.445 -0.310 -0.648 0.049
H 13.5431 -4.2855 12.7417 -0.914 0.466 0.114 0.069
H 14.9701 -5.1943 12.9302 0.408 0.175 0.011 0.082
N 13.5001 -0.3640 10.4525 0.834 1.330 0.401 0.161
C 13.8132 0.8739 10.9568 0.357 -0.964 0.284 -0.678
N 14.9658 0.8036 11.7418 -0.264 0.152 -0.194 0.153
O 13.1372 1.8831 10.8655 0.110 0.079 -0.356 0.017
H 13.9024 -1.1348 10.9862 -0.474 -0.238 -0.610 0.020
H 12.6405 -0.4046 9.9780 -0.974 -0.299 -0.440 0.087
H 15.6068 0.0366 11.5656 -0.221 0.238 0.160 0.071
H 15.3644 1.6900 11.9830 0.174 0.250 0.001 0.097
N 15.7400 -0.0927 19.6681 -1.653 1.229 -1.615 0.160
C 14.9445 0.9487 19.0567 -0.661 -1.074 1.111 -0.567
N 13.8670 0.5047 18.2831 0.276 -0.392 -0.455 0.159
O 15.0399 2.1316 19.3569 0.642 -0.886 0.117 0.001
H 16.5049 0.0987 20.2660 0.406 0.836 0.292 0.073
H 15.6408 -1.0685 19.4571 -0.364 0.071 -0.362 0.045
H 13.8969 -0.3633 17.7611 0.557 -0.149 0.363 0.048
H 13.3138 1.1374 17.6931 0.832 0.384 0.826 0.082
N 14.9860 3.4035 16.8900 0.398 0.144 -1.470 0.180
C 16.2544 3.7401 16.5114 0.487 0.532 1.049 -0.607
N 17.0828 3.9919 17.6533 0.064 0.505 -0.420 0.123
O 16.7227 3.8595 15.3803 -0.669 -0.501 0.655 -0.002
H 14.8140 3.2643 17.8493 0.152 -0.100 1.286 0.031
H 14.3531 2.8439 16.3373 0.326 0.373 -0.751 0.047
H 16.6654 4.2297 18.5432 -0.609 -0.523 -0.157 0.078
H 17.7881 4.7007 17.5029 0.126 -0.286 -0.635 0.082
N 10.7111 1.7657 15.1409 1.184 -0.116 1.131 0.147
C 12.0461 1.6597 14.7496 -1.248 -0.367 -1.807 -0.600
N 12.1740 1.2603 13.4514 0.889 0.283 0.699 0.196
O 12.9962 1.8574 15.5128 -0.360 -0.741 -0.078 -0.021
H 10.0533 1.5159 14.4128 -0.034 -0.388 0.542 0.085
H 10.6679 1.2671 16.0423 -0.822 0.704 -0.657 0.114
H 11.4153 1.1923 12.7779 0.362 0.102 0.547 0.119
H 13.1174 1.1716 13.0942 -0.203 0.307 -0.040 0.071
O 12.2585 -2.8044 14.0265 0.618 0.752 0.245 -0.067
C 11.5111 -2.2808 12.9567 -0.331 -0.647 -0.077 -0.268
C 10.0724 -2.2387 13.4062 0.997 0.294 -1.394 -0.234
O 9.9469 -1.0146 14.0808 -0.983 0.810 0.839 -0.075
H 12.5556 -1.9901 14.4487 0.813 -0.334 0.810 0.053
H 11.8443 -1.2806 12.6523 -0.063 -0.169 0.136 0.103
H 11.6594 -2.9271 12.1186 -0.057 -0.602 -0.805 0.105
H 9.8774 -3.1239 14.0023 -0.311 0.002 0.134 0.127
H 9.4787 -2.2144 12.4942 -0.649 0.065 0.209 0.119
H 10.0133 -1.1165 15.0345 -0.012 -0.273 -0.109 0.090
O 17.7580 -7.3641 15.8904 1.079 -0.369 -0.246 -0.088
C 17.0467 -6.2540 16.4265 -0.288 -0.043 -0.419 -0.206
C 16.7919 -5.2074 15.3043 0.865 1.079 1.174 -0.242
O 16.6252 -5.8291 14.0606 -0.823 -0.939 -0.355 -0.107
H 18.7322 -7.1965 15.9566 -1.386 -0.102 -0.203 0.123
H 16.0960 -6.6582 16.8553 0.823 0.437 -0.204 0.133
H 17.7241 -5.8457 17.1620 -0.544 0.604 0.651 0.107
H 17.7084 -4.5758 15.2219 -0.554 -0.286 0.212 0.100
H 15.9458 -4.5061 15.5697 0.591 -0.980 -0.405 0.102
H 16.7537 -6.7874 14.2033 0.206 0.466 -0.142 0.101
O 14.0327 -0.9019 15.5316 -0.548 1.008 -0.224 -0.119
C 15.3190 -1.1402 14.9272 0.158 -1.107 0.591 -0.202
C 16.3300 -0.1040 15.3919 -1.158 1.254 0.035 -0.274
O 17.6073 -0.3267 14.9076 0.996 0.010 -0.557 -0.121
H 13.7099 0.0456 15.4135 1.019 -1.208 -0.020 0.067
H 15.6115 -2.1813 15.2621 -0.195 1.048 -0.146 0.114
H 15.2560 -1.2134 13.8429 -0.101 0.418 -0.014 0.081
H 16.3339 -0.0692 16.4860 -0.124 -0.064 0.211 0.105
H 15.9387 0.8936 15.0571 0.261 -0.520 0.215 0.130
H 18.0844 0.5511 14.7128 -0.228 -0.700 0.204 0.055
```
Positions in Å, forces in eV/Å.

---

Below is an isolated molecule of C7H19PSi2 at a distorted geometry, with properties calculated with wB97M-V/def2-TZVPD.

Output
- frontier orbital gap (alpha / beta) (eV) = 6.985 / 6.914
- highest occupied orbital energy (alpha / beta) (eV) = -8.50 / -8.44
- E (eV) = -32610.6629

```
29
Properties=species:S:1:pos:R:3:forces:R:3:lowdin_charge:R:1
C 0.1376 -0.2290 0.7498 0.352 0.035 -0.269 -0.331
C 3.1883 0.1240 1.3481 -0.472 -0.236 -0.458 -0.185
C 2.1970 -2.3602 -0.2717 -0.101 0.677 0.142 -0.179
C 2.1081 0.4672 -1.5567 -0.092 -0.418 0.596 -0.182
C -2.7241 1.2249 1.6104 -0.061 -0.495 -0.527 -0.239
C -0.9465 -0.6027 -0.2705 -0.569 -0.035 0.104 -0.361
C -3.0687 1.3433 -1.4635 -0.033 -0.526 0.549 -0.245
Si 1.9125 -0.5072 0.0770 0.015 0.042 0.050 0.559
Si -2.7048 0.1681 0.0132 0.723 0.966 -0.215 0.180
P -4.3963 -1.2840 0.0509 -0.030 -0.209 0.057 0.451
H 0.0386 0.8252 1.0152 0.146 0.130 0.099 0.056
H 4.2000 -0.0866 1.0159 0.202 -0.064 -0.105 0.021
H 3.1121 1.1972 1.4979 -0.080 0.194 -0.025 0.022
H 3.0562 -0.3504 2.3157 -0.067 -0.132 0.163 0.022
H 1.4189 -2.7610 -0.9142 -0.168 -0.035 -0.140 0.020
H 3.1487 -2.5232 -0.7694 0.178 0.021 -0.084 0.023
H 2.2006 -2.9443 0.6435 -0.012 -0.067 0.210 0.023
H 1.7453 1.4856 -1.4647 -0.090 0.227 0.084 0.025
H 3.1495 0.5178 -1.8611 0.206 -0.035 0.005 0.023
H 1.5593 -0.0063 -2.3653 -0.121 -0.106 -0.131 0.020
H -2.4366 0.6370 2.4752 0.068 -0.129 0.181 0.019
H -2.0436 2.0677 1.5346 0.165 0.118 -0.094 0.021
H -3.7190 1.6199 1.7920 -0.190 0.042 -0.010 0.016
H -1.0244 -1.6903 -0.3163 -0.067 -0.058 -0.103 0.053
H -0.6309 -0.2788 -1.2629 -0.134 0.027 -0.209 0.046
H -0.0275 -0.7909 1.6685 0.119 -0.024 0.181 0.072
H -3.0930 0.7926 -2.3990 0.026 -0.124 -0.160 0.015
H -4.0369 1.8209 -1.3412 -0.154 0.078 0.046 0.015
H -2.3204 2.1236 -1.5515 0.243 0.136 0.062 0.021
```
Positions in Å, forces in eV/Å.

---

What is the E in the second record?
-32610.6629 eV

---

Which of these has the lowest E?
C24H75N15O15

---

Look up the E of the second one.
-32610.6629 eV

---

Which value of E does entry 1 give?
-79171.5768 eV